# 1
C19H31N2O4 as an isolated structure in a non-equilibrium geometry, computed with ωB97M-V/def2-TZVPD.

Each line ends with the Löwdin charge.
Element x y z (Å)
1 C -0.379 5.805 3.190  0.00
2 C 0.885 4.840 3.140  -0.26
3 H 1.839 5.251 2.772  0.14
4 H 1.132 4.625 4.214  0.15
5 O 0.677 3.898 2.296  0.07
6 C 1.549 2.981 2.368  -0.62
7 O 2.514 3.107 2.933  0.22
8 N 1.413 1.865 1.521  -0.05
9 C 0.072 1.607 1.067  -0.04
10 H -0.688 2.434 1.190  0.14
11 C -0.524 0.222 1.909  -0.08
12 N 0.468 -0.788 1.614  -0.17
13 H 0.470 -0.813 0.322  0.25
14 C -0.217 -2.195 2.053  0.02
15 H 0.179 -2.214 2.991  0.10
16 H -1.422 -2.051 2.011  0.20
17 C 0.189 -3.215 1.062  -0.43
18 O 1.615 -3.286 1.344  -0.10
19 H 2.151 -4.263 0.880  0.29
20 C -0.187 -3.216 -0.222  0.01
21 O 0.449 -1.898 -0.859  -0.04
22 C 0.250 -1.887 -2.060  -0.22
23 C 1.371 -2.534 -2.878  0.10
24 C 1.263 -2.391 -4.209  -0.24
25 C 0.648 -1.777 -4.999  -0.06
26 C -0.666 -1.211 -4.335  0.04
27 C -0.788 -1.087 -3.017  -0.19
28 C -1.753 -0.711 -2.061  -0.34
29 C -3.269 -1.225 -2.360  0.03
30 H -3.507 -1.172 -3.505  0.12
31 H -3.010 -2.423 -2.190  0.14
32 H -3.863 -0.796 -1.883  -0.08
33 C -1.952 0.865 -2.398  -0.05
34 H -2.707 1.488 -1.819  0.10
35 H -1.011 1.476 -2.281  0.09
36 H -2.216 0.915 -3.327  -0.01
37 H -1.486 -0.698 -1.132  0.04
38 H -1.696 -0.698 -4.694  0.16
39 H 0.368 -1.666 -6.038  0.12
40 H 2.184 -2.836 -4.714  0.16
41 H 1.980 -2.984 -2.478  -0.02
42 H 0.159 -4.021 -0.642  0.10
43 H -1.230 -3.148 -0.345  0.15
44 H -0.230 -4.080 1.524  0.17
45 C 1.761 -0.454 2.173  -0.06
46 H 2.271 -1.421 1.787  0.15
47 C 2.116 0.748 1.290  -0.21
48 H 3.044 1.035 1.687  0.13
49 H 2.502 0.475 0.326  0.15
50 H 1.545 -0.276 3.312  0.19
51 H -1.521 0.042 1.317  0.16
52 H -0.637 0.456 2.804  0.04
53 H 0.097 1.245 -0.164  0.18
54 H -1.305 5.356 3.547  0.09
55 H -0.242 6.696 3.692  0.06
56 H -0.657 6.002 2.274  0.01

The charge is +1. The calculated total energy is -1152.13173 a.u. The calculation puts the LUMO energy at -2.85 eV. The energy relative to the best compared isomer or geometry (same formula, charge and spin) comes out at 460.8 kcal/mol. As for the largest force on an atom: 19.50 eV/A. The calculation puts the HOMO energy at -11.08 eV.

=====

# 2
One molecule with the formula C19H31N3O3S in a non-equilibrium geometry, computed with ωB97M-V/def2-TZVPD.

Each line ends with the Löwdin charge.
Element x y z (Å)
1 C 4.404 0.148 -2.744  -0.06
2 H 4.184 1.212 -2.705  0.07
3 H 4.342 -0.185 -3.776  0.07
4 H 5.423 -0.001 -2.391  0.07
5 C 3.419 -0.641 -1.878  -0.23
6 N 3.449 -0.230 -0.490  -0.11
7 C 2.757 0.873 -0.059  -0.23
8 C 1.979 1.649 -0.932  -0.04
9 C 1.240 2.721 -0.476  -0.10
10 C 1.251 3.079 0.862  -0.12
11 C 2.036 2.345 1.734  -0.10
12 C 2.774 1.267 1.289  -0.04
13 H 3.375 0.734 2.007  0.09
14 H 2.076 2.613 2.781  0.10
15 H 0.670 3.918 1.215  0.10
16 H 0.650 3.289 -1.181  0.11
17 H 1.944 1.421 -1.984  0.10
18 C 4.381 -0.925 0.365  -0.16
19 H 5.047 -1.495 -0.285  0.12
20 C 3.744 -1.902 1.379  -0.15
21 H 3.518 -1.389 2.316  0.09
22 H 4.479 -2.676 1.606  0.11
23 C 2.458 -2.573 0.892  -0.17
24 N 1.326 -1.679 0.970  0.07
25 C 0.508 -1.413 -0.072  -0.47
26 O 0.619 -1.953 -1.152  0.08
27 C -0.569 -0.384 0.258  -0.23
28 C -1.260 0.107 -1.013  -0.12
29 C -2.332 1.132 -0.655  -0.19
30 N -3.290 0.610 0.299  -0.24
31 S -4.546 -0.310 -0.335  0.64
32 O -4.586 -1.609 0.277  -0.29
33 O -4.527 -0.230 -1.765  -0.28
34 C -5.976 0.640 0.266  -0.28
35 C -7.236 -0.049 -0.210  -0.13
36 H -7.260 -1.065 0.177  0.08
37 H -7.233 -0.097 -1.296  0.08
38 H -8.126 0.481 0.123  0.08
39 H -5.898 0.665 1.349  0.10
40 H -5.864 1.638 -0.145  0.10
41 C -2.688 0.076 1.501  -0.20
42 C -1.625 -0.980 1.195  -0.12
43 H -1.176 -1.325 2.129  0.12
44 H -2.112 -1.828 0.710  0.12
45 H -2.245 0.913 2.052  0.13
46 H -3.490 -0.362 2.095  0.11
47 H -1.872 2.023 -0.212  0.12
48 H -2.896 1.419 -1.542  0.11
49 H -1.725 -0.737 -1.524  0.13
50 H -0.529 0.555 -1.685  0.11
51 H -0.088 0.467 0.756  0.13
52 H 1.218 -1.153 1.822  0.14
53 H 2.536 -2.888 -0.149  0.12
54 H 2.262 -3.458 1.511  0.12
55 H 5.004 -0.205 0.911  0.12
56 H 3.671 -1.702 -1.924  0.12
57 H 2.403 -0.548 -2.265  0.10

As for the SMILES: CCN(CCCNC(=O)C1CCN(S(=O)(=O)CC)CC1)c1ccccc1. The calculated total energy is -1530.78933 a.u. The calculation puts the LUMO energy at 0.67 eV. The energy relative to the best compared isomer or geometry (same formula, charge and spin) comes out at 4.9 kcal/mol. As for the largest force on an atom: 1.13 eV/A. The calculation puts the HOMO energy at -7.69 eV.

=====

# 3
One molecule with the formula C19H31N3O4S2, computed with ωB97M-V/def2-TZVPD.

Each line ends with the Löwdin charge.
Element x y z (Å)
1 C -2.349 -2.126 8.396  -0.08
2 H -2.168 -3.199 8.407  0.07
3 H -1.432 -1.618 8.687  0.08
4 H -3.116 -1.900 9.132  0.08
5 C -2.791 -1.663 7.010  -0.42
6 C -3.067 -0.163 7.003  -0.07
7 H -2.168 0.386 7.273  0.09
8 H -3.379 0.175 6.017  0.05
9 H -3.852 0.081 7.716  0.08
10 C -1.713 -2.022 5.979  -0.23
11 N -2.079 -1.705 4.614  -0.12
12 S -1.664 -0.221 3.976  0.65
13 O -2.852 0.476 3.572  -0.29
14 O -0.723 0.427 4.840  -0.28
15 C -0.803 -0.765 2.500  -0.26
16 C -1.493 -0.857 1.305  -0.03
17 C -0.832 -1.317 0.178  -0.03
18 C 0.501 -1.671 0.280  -0.27
19 C 1.192 -1.578 1.474  -0.03
20 C 0.529 -1.119 2.601  -0.04
21 H 1.025 -1.016 3.553  0.12
22 H 2.231 -1.869 1.495  0.12
23 S 1.333 -2.252 -1.202  0.67
24 O 2.698 -2.558 -0.876  -0.28
25 O 0.533 -3.272 -1.811  -0.28
26 N 1.210 -0.877 -2.152  -0.24
27 C 1.289 -1.116 -3.580  -0.17
28 C 0.919 0.176 -4.304  -0.16
29 N 1.873 1.199 -3.926  -0.14
30 C 1.778 1.453 -2.504  -0.16
31 C 2.118 0.172 -1.742  -0.18
32 H 1.997 0.321 -0.667  0.12
33 H 3.157 -0.117 -1.948  0.13
34 H 2.493 2.232 -2.231  0.13
35 H 0.766 1.782 -2.208  0.13
36 C 1.911 2.398 -4.747  -0.30
37 C 2.368 2.090 -6.191  -0.14
38 H 3.214 2.728 -6.445  0.11
39 H 2.691 1.056 -6.289  0.11
40 C 1.181 2.437 -7.089  -0.20
41 H 0.484 1.600 -7.147  0.10
42 H 1.489 2.697 -8.100  0.11
43 C 0.524 3.603 -6.357  -0.19
44 H -0.492 3.797 -6.697  0.11
45 H 1.115 4.509 -6.503  0.11
46 C 0.578 3.173 -4.893  -0.14
47 H 0.523 4.019 -4.209  0.11
48 H -0.260 2.510 -4.677  0.10
49 H 2.655 3.044 -4.271  0.14
50 H 0.962 0.013 -5.380  0.12
51 H -0.115 0.440 -4.022  0.13
52 H 0.593 -1.922 -3.813  0.12
53 H 2.305 -1.420 -3.868  0.14
54 H -1.324 -1.412 -0.776  0.12
55 H -2.528 -0.555 1.279  0.12
56 H -3.033 -1.938 4.386  0.12
57 H -1.485 -3.093 6.029  0.12
58 H -0.803 -1.456 6.182  0.12
59 H -3.711 -2.196 6.739  0.14

As for the SMILES: CC(C)CNS(=O)(=O)c1ccc(S(=O)(=O)N2CCN(C3CCCC3)CC2)cc1. The calculated total energy is -2004.17086 a.u. The calculation puts the LUMO energy at 0.14 eV. The energy relative to the best compared isomer or geometry (same formula, charge and spin) comes out at 2.0 kcal/mol. As for the largest force on an atom: 0.96 eV/A. The calculation puts the HOMO energy at -8.67 eV.

=====

# 4
One molecule with the formula C19H31N5O3, computed with ωB97M-V/def2-TZVPD.

Each line ends with the Löwdin charge.
Element x y z (Å)
1 C 2.267 -2.669 -1.214  -0.05
2 C 2.576 -2.336 0.239  -0.34
3 C 1.595 -3.020 1.191  -0.14
4 C 1.841 -2.603 2.630  -0.20
5 O 1.762 -1.194 2.787  -0.12
6 C 2.714 -0.538 1.984  -0.16
7 C 2.509 -0.829 0.493  -0.19
8 C 3.587 -0.071 -0.270  -0.42
9 O 4.684 -0.576 -0.452  0.06
10 N 3.313 1.215 -0.644  -0.09
11 C 4.320 1.974 -1.362  -0.03
12 C 1.993 1.814 -0.548  -0.18
13 C 1.107 1.524 -1.765  -0.16
14 C -0.385 1.577 -1.445  -0.18
15 C -0.826 2.839 -0.696  -0.11
16 C -2.315 2.798 -0.425  -0.45
17 O -3.105 3.310 -1.197  0.07
18 N -2.754 2.173 0.724  -0.04
19 C -4.197 1.952 0.816  -0.13
20 C -4.636 0.745 -0.032  -0.08
21 C -3.629 -0.330 0.196  -0.17
22 C -2.435 -0.187 0.849  -0.23
23 N -1.764 -1.362 0.803  0.07
24 N -2.491 -2.225 0.162  0.04
25 N -3.622 -1.613 -0.216  -0.13
26 C -4.648 -2.346 -0.925  0.00
27 C -1.980 1.128 1.400  -0.08
28 H 1.262 -2.326 -1.480  0.08
29 H 2.987 -2.200 -1.888  0.08
30 H 2.302 -3.747 -1.381  0.08
31 H 3.594 -2.663 0.470  0.15
32 H 0.570 -2.751 0.919  0.10
33 H 1.685 -4.106 1.104  0.12
34 H 1.090 -3.024 3.298  0.12
35 H 2.832 -2.948 2.962  0.13
36 H 2.617 0.529 2.195  0.13
37 H 3.732 -0.849 2.261  0.14
38 H 1.504 -0.499 0.219  0.13
39 H 5.221 1.373 -1.433  0.08
40 H 3.977 2.222 -2.370  0.09
41 H 4.546 2.903 -0.833  0.09
42 H 1.502 1.472 0.365  0.10
43 H 2.134 2.890 -0.426  0.13
44 H 1.354 2.216 -2.574  0.12
45 H 1.345 0.521 -2.128  0.12
46 H -0.965 1.497 -2.367  0.13
47 H -0.630 0.691 -0.852  0.09
48 H -0.264 2.966 0.230  0.11
49 H -0.657 3.721 -1.314  0.13
50 H -4.430 1.771 1.867  0.13
51 H -4.712 2.851 0.493  0.12
52 H -5.642 0.433 0.258  0.12
53 H -4.665 1.030 -1.086  0.12
54 H -5.121 -1.691 -1.653  0.09
55 H -4.171 -3.178 -1.435  0.09
56 H -5.400 -2.728 -0.234  0.09
57 H -0.913 1.270 1.254  0.11
58 H -2.167 1.200 2.474  0.13

As for the SMILES: C[C@@H]1CCOC[C@H]1C(=O)N(C)CCCCC(=O)N1CCc2c(nnn2C)C1. The calculated total energy is -1242.10852 a.u. The calculation puts the LUMO energy at 0.62 eV. The energy relative to the best compared isomer or geometry (same formula, charge and spin) comes out at 40.2 kcal/mol. As for the largest force on an atom: 0.18 eV/A. The calculation puts the HOMO energy at -9.08 eV.